Record 1
Here is a single C7H12O6S molecule at a distorted geometry from the OMol25 dataset. Energies are from ωB97M-V with the def2-TZVPD basis set.

Properties
SMILES string ... CS(=O)(=O)[C@]12OC[C@H](O)[C@H]1OC[C@H]2O
HOMO level ... -9.3109 eV

Element x y z (Å)
1 C 2.531313 -0.242162 0.704821
2 C -1.315822 1.449041 0.147277
3 C 0.976049 1.023483 -0.454229
4 C 1.274937 -1.098440 0.818542
5 C -0.008899 2.133334 -0.487686
6 C 0.239707 -0.124428 0.115558
7 C -1.641366 -2.306984 -1.381098
8 O 0.624590 -1.379118 -2.276464
9 O -1.254327 0.136894 -2.414241
10 O 2.155418 1.115743 0.290821
11 O -0.871473 0.248575 0.799191
12 O 0.990512 -1.387673 2.115852
13 O -0.165748 2.664950 -1.773469
14 S -0.584137 -0.875110 -1.697123
15 H 3.272751 -0.189390 1.614129
16 H 3.122195 -0.612165 -0.061751
17 H -1.871855 2.066301 0.880857
18 H -1.988582 1.149432 -0.592049
19 H 1.236109 0.770743 -1.535095
20 H 1.442116 -2.007779 0.263383
21 H 0.363327 2.972106 0.088012
22 H -1.330117 -3.327746 -1.278016
23 H -2.229975 -2.114504 -0.520323
24 H -2.328667 -2.096686 -2.153593
25 H 0.586643 -0.625794 2.592309
26 H -0.643256 1.959342 -2.281611

Forces on atoms 1 to 3 (eV/Å):
1.009 1.870 1.286
0.927 1.685 1.370
1.199 -1.660 -1.936



Record 2
Here is C22H20N7O3PdS as an isolated structure from the OMol25 dataset. Energies are from ωB97M-V with the def2-TZVPD basis set.

Properties
HOMO level ... -16.4064 eV
Net charge ... +3

Element x y z (Å)
1 Pd -1.320023 -0.937555 -0.553393
2 N -3.591038 -1.952190 1.184898
3 C -3.626663 -2.621152 -0.037177
4 C -4.511089 -3.679708 -0.224001
5 C -4.561982 -4.298587 -1.452986
6 C -3.743676 -3.841691 -2.485894
7 C -2.876005 -2.814115 -2.224359
8 N -2.798476 -2.227435 -1.008403
9 C -3.531730 -0.570234 1.282085
10 C -4.333023 0.101402 2.206073
11 C -4.301623 1.474750 2.242652
12 C -3.485968 2.169229 1.346068
13 C -2.697647 1.447753 0.492270
14 N -2.688976 0.093221 0.483378
15 H -4.177762 -2.378741 1.887014
16 H -5.163395 -3.984556 0.583195
17 H -5.250857 -5.116069 -1.618681
18 H -3.780959 -4.279392 -3.472412
19 H -2.210475 -2.425405 -2.979230
20 H -4.991109 -0.461658 2.854060
21 H -4.929134 2.011355 2.941718
22 H -3.473880 3.248482 1.314767
23 H -2.046950 1.927367 -0.223208
24 O 5.779011 7.275028 0.733033
25 S 6.499934 6.238541 0.131998
26 O 7.832466 6.196548 -0.278766
27 O 5.696467 5.027203 -0.303773
28 C 4.940164 4.343204 0.762075
29 N 5.446908 4.580620 1.931613
30 C 4.834932 3.911792 2.916977
31 C 3.783531 3.047896 2.640461
32 C 3.373506 2.901880 1.319160
33 N 3.982204 3.600134 0.337254
34 C 2.263689 2.001691 0.891364
35 C 1.683205 1.081509 1.758410
36 C 0.659480 0.271959 1.302477
37 N 0.201142 0.338881 0.046321
38 C 0.760386 1.216591 -0.797817
39 C 1.785464 2.059388 -0.414339
40 H 5.200518 4.077455 3.922066
41 H 3.309013 2.520806 3.453422
42 H 2.010073 0.960469 2.780692
43 H 0.192552 -0.451842 1.956632
44 H 0.372456 1.237563 -1.807905
45 H 2.206114 2.750386 -1.130167
46 C 1.156116 -5.003437 -2.976901
47 C 1.698664 -3.573506 -2.844747
48 C 0.767300 -2.702432 -2.136702
49 N 0.027915 -2.040737 -1.565401
50 H 1.900264 -5.609727 -3.487492
51 H 0.240080 -5.023400 -3.564212
52 H 0.965520 -5.444644 -2.000646
53 H 1.883801 -3.123231 -3.822237
54 H 2.639565 -3.551655 -2.291281

Forces on atoms 1 to 3 (eV/Å):
0.030 0.015 0.027
0.012 -0.076 0.049
-0.021 -0.075 -0.082



Record 3
Here is a 2-piece molecular cluster, C9H18OSi overall at a distorted geometry from the OMol25 dataset. Energies are from ωB97M-V with the def2-TZVPD basis set.

Properties
Spin multiplicity ... 3
HOMO level (spin up / spin down) ... -5.8325 / -9.5849 eV

Element x y z (Å)
1 C 1.114815 4.668333 -2.357002
2 C -2.211507 1.533066 0.229378
3 C 0.177268 4.051372 -1.900112
4 C -1.239161 0.891316 -0.421984
5 C -1.134738 -1.625338 2.092380
6 C -1.066901 -2.352967 -0.166438
7 C 1.107543 -2.574091 1.380741
8 C 2.243249 0.768421 -1.416814
9 C -0.120829 -1.682042 0.927314
10 O 1.540814 -0.014343 -0.498719
11 Si 0.332566 0.192578 0.506484
12 H 0.700689 0.834068 1.686399
13 H 1.916160 5.045326 -2.886962
14 H -2.927507 2.024427 -0.281092
15 H -2.182293 1.381966 1.306911
16 H -0.522073 3.305367 -1.522223
17 H -1.230474 0.929243 -1.568579
18 H -1.274537 -2.513460 2.687188
19 H -0.707851 -0.850237 2.775947
20 H -2.082916 -1.176717 1.687386
21 H -2.010901 -1.820137 -0.213719
22 H -1.223663 -3.302906 0.137312
23 H -0.634589 -2.288956 -1.233721
24 H 0.774779 -3.696575 1.473526
25 H 1.685291 -2.483642 0.470400
26 H 1.694979 -2.200727 2.189745
27 H 1.678085 0.803178 -2.392726
28 H 3.273888 0.312023 -1.587288
29 H 2.329814 1.841453 -1.103735

Forces on atoms 1 to 3 (eV/Å):
-2.331 -1.619 0.967
-3.518 1.771 5.752
0.932 -0.176 -0.281



Record 4
Here is a 3-piece molecular cluster, C2H11N2O2 overall from the OMol25 dataset. Energies are from ωB97M-V with the def2-TZVPD basis set.

Properties
HOMO level ... -12.3871 eV
Net charge ... +1

Element x y z (Å)
1 C -0.069113 0.090854 0.111000
2 C -0.285207 0.703879 -1.072288
3 N -1.204422 1.878722 -1.064161
4 N 0.718143 -0.890789 0.507829
5 H -0.695694 0.463265 0.913617
6 H 0.159350 0.525869 -2.035595
7 H -0.933447 2.471376 -1.843715
8 H -2.160351 1.528749 -1.151619
9 H -1.185344 2.462966 -0.225749
10 H 1.340775 -1.446732 -0.061559
11 H 0.626015 -1.230545 1.444995
12 H 0.451200 -1.930256 -2.306571
13 H 1.080873 -3.342703 -2.003965
14 O 0.959504 -2.447071 -1.678755
15 H -0.416547 0.334195 3.719973
16 H 0.457282 1.471330 3.326889
17 O -0.095394 0.783780 2.925890

Forces on atoms 1 to 3 (eV/Å):
-0.839 0.492 -0.020
0.706 -0.189 0.242
-0.123 -0.686 0.048



Result set for energy relative to the best compared isomer or geometry (same formula, charge and spin): 245.74, 56.31, 369.06, 164.89 kJ/mol, one per record in the order listed.
Result set for total energy: -1123.43767, -1984.49586, -718.15511, -342.52564 Ha, one per record in the order listed.